1.
Below is a 14-piece molecular cluster, C28H84O14 overall, with properties calculated with wB97M-V/def2-TZVPD.

Last column: Mulliken charge in e.
Geometry (Å):
C: 2.18887 -3.96506 -3.13662  -1.1616
C: 1.79846 -3.43765 -1.75584  1.0645
O: 1.83109 -4.54329 -0.85838  -0.6252
H: 2.16534 -3.16110 -3.87420  0.1110
H: 1.49193 -4.73497 -3.46993  0.2822
H: 3.17954 -4.41718 -3.12288  0.3979
H: 0.79438 -3.00709 -1.78171  -0.4766
H: 2.49739 -2.74099 -1.28187  0.1550
H: 1.96368 -4.28328 0.05461  0.3353
C: 1.79372 0.00882 -5.36057  -1.3268
C: 2.81656 0.24311 -4.27389  0.7628
O: 2.70544 1.56564 -3.75832  -0.5873
H: 0.75857 0.29415 -5.16449  0.1721
H: 1.78348 -1.04466 -5.64584  0.4076
H: 2.06126 0.62514 -6.22251  0.3457
H: 3.77921 0.10292 -4.77310  0.2520
H: 2.65437 -0.43511 -3.43082  -0.3742
H: 3.31855 1.67603 -3.00433  0.4353
C: -3.48613 0.00715 -4.84770  -1.4116
C: -2.48048 -0.88427 -4.17360  0.3559
O: -2.92565 -1.22577 -2.83482  -0.7184
H: -3.61499 0.98236 -4.38167  0.3103
H: -4.46850 -0.46523 -4.78583  0.3104
H: -3.22405 0.15317 -5.89536  0.3850
H: -1.47219 -0.48745 -4.00934  0.0562
H: -2.28027 -1.80434 -4.72705  0.2022
H: -2.52532 -2.05843 -2.48424  0.0617
C: -1.68235 -4.44223 -3.99239  -1.1556
C: -1.88589 -4.70726 -2.52429  -0.0841
O: -2.28700 -3.56814 -1.72345  -0.3260
H: -2.62407 -4.29083 -4.52067  0.3446
H: -1.09327 -5.26649 -4.39836  0.4403
H: -1.02593 -3.59504 -4.20086  0.1750
H: -0.86800 -4.85756 -2.14271  0.0946
H: -2.43834 -5.60245 -2.24593  0.4364
H: -3.01527 -3.82256 -1.15082  0.1681
C: 1.21431 -2.04924 5.88869  -1.1409
C: 0.13583 -2.12615 4.80685  -0.0730
O: 0.07980 -0.91548 4.07280  -0.0660
H: 2.20011 -1.83729 5.48438  0.0847
H: 1.19642 -2.86881 6.60514  0.4279
H: 0.99272 -1.19273 6.53637  0.2905
H: -0.82697 -2.45100 5.20259  0.3170
H: 0.44058 -2.93798 4.13479  0.3016
H: -0.55037 -1.05748 3.34033  0.0498
C: -1.70287 2.98704 -2.69150  -1.1784
C: -0.17990 2.80753 -2.79783  0.4646
O: 0.06455 2.55314 -4.19518  -0.6450
H: -1.99680 3.30629 -1.68887  0.1164
H: -2.24044 2.09986 -3.01113  0.0959
H: -2.00022 3.83247 -3.31662  0.4917
H: 0.09746 1.89314 -2.26385  -0.2068
H: 0.36947 3.68374 -2.44995  0.4563
H: 1.00340 2.29243 -4.16884  0.3330
C: 5.28648 -0.45545 -0.25300  -1.3171
C: 4.08528 0.25050 -0.86969  1.5403
O: 4.49894 1.23600 -1.78383  -0.6423
H: 5.80505 -1.01822 -1.02729  0.3389
H: 5.12101 -1.04214 0.65449  0.2659
H: 5.90099 0.32198 0.21497  0.4537
H: 3.55744 0.67246 -0.00331  -0.4742
H: 3.31032 -0.39606 -1.27976  -0.5288
H: 4.88417 1.99532 -1.33972  0.3188
C: 1.73770 5.22736 1.54114  -1.2947
C: 1.81183 3.94642 0.71711  1.1860
O: 2.65973 4.02854 -0.41518  -0.5464
H: 1.11515 4.97654 2.40360  0.2353
H: 1.47643 6.14721 1.02307  0.3568
H: 2.71095 5.42690 2.00329  0.3450
H: 0.79729 3.55742 0.60791  -0.3721
H: 2.28298 3.16950 1.33425  -0.2302
H: 3.52779 3.74267 -0.13464  0.3392
C: -6.58896 0.31907 -1.68627  -1.0551
C: -5.33427 0.84494 -0.93668  0.1526
O: -4.39985 1.07392 -1.99369  -0.3204
H: -7.05596 1.13368 -2.24663  0.2894
H: -7.39865 -0.12777 -1.10148  0.3715
H: -6.33872 -0.36306 -2.50030  0.2335
H: -4.96963 0.15010 -0.17999  -0.0557
H: -5.51783 1.83777 -0.53142  0.2457
H: -3.88777 0.26741 -2.16325  0.1774
C: -0.49007 2.63136 5.43511  -0.9285
C: 0.83512 2.57673 4.65302  -0.3439
O: 0.52792 1.74794 3.53400  0.5582
H: -1.22054 3.28388 4.96157  0.1732
H: -0.34057 3.04674 6.44191  0.4233
H: -0.88900 1.63121 5.59396  0.1696
H: 1.68180 2.26446 5.26623  0.4473
H: 1.00303 3.60554 4.32314  0.1128
H: 0.78711 0.84163 3.75952  -0.1729
C: 3.49396 -0.14233 3.82403  -0.4680
C: 4.84015 -0.86618 3.99638  -0.6481
O: 4.97125 -1.84885 2.96980  -0.5453
H: 2.64981 -0.78013 3.55870  -0.1098
H: 3.55090 0.61503 3.04245  0.3214
H: 3.21710 0.24067 4.80799  0.3862
H: 4.80754 -1.41137 4.94634  0.2932
H: 5.70486 -0.20080 4.00987  0.3744
H: 5.90624 -2.03400 2.84530  0.3116
C: -3.25612 -2.58383 3.53416  -1.3752
C: -2.85554 -2.42222 2.04742  0.0901
O: -1.71965 -1.55100 2.01171  -0.4492
H: -2.50449 -3.28404 3.90802  0.3134
H: -4.27910 -2.95086 3.54809  0.4195
H: -3.07085 -1.71286 4.16053  0.2856
H: -3.67387 -1.89891 1.54414  0.2034
H: -2.77718 -3.43736 1.65122  0.2206
H: -1.67847 -1.29152 1.07870  0.0728
C: -2.72313 4.40979 1.70951  -1.5834
C: -1.81393 3.20928 1.70471  1.7715
O: -2.57216 2.06512 2.17189  -0.6595
H: -3.56707 4.29631 1.03369  0.3091
H: -2.18518 5.31821 1.43455  0.3473
H: -2.98837 4.48322 2.76758  0.4188
H: -0.96554 3.32981 2.37881  -0.5136
H: -1.55648 2.94757 0.67286  -0.3471
H: -1.94270 1.33845 2.09967  0.1948
C: 0.71991 0.20768 0.53847  0.9039
C: 0.07947 -0.78188 -0.42219  -0.6537
O: -1.22063 -0.38446 -0.82415  0.3567
H: 1.59439 -0.25950 0.99902  -0.1269
H: 0.00643 0.35450 1.35307  -0.9149
H: 1.03895 1.18315 0.17783  -0.2425
H: 0.02438 -1.80027 -0.02470  0.7000
H: 0.79417 -0.86956 -1.24939  0.1698
H: -1.50294 -0.86890 -1.61666  -0.2128

Energy above the lowest of the compared OMol25 structures with the same formula, charge and spin, eV: 3.049
Maximum force, eV Å⁻¹: 2.67
Gap between HOMO and LUMO, Ha: 0.341
HOMO, eV: -9.080

2.
Below is a 14-piece molecular cluster, C28H84O14S14 overall, with properties calculated with wB97M-V/def2-TZVPD.

Last column: Mulliken charge in e.
Geometry (Å):
C: 3.27570 -3.55557 -1.67176  0.4308
S: 4.13716 -5.11178 -2.00463  0.3404
O: 3.13115 -6.21540 -2.06340  -0.5775
C: 4.53053 -4.68145 -3.71861  -0.8398
H: 2.94817 -3.48647 -0.64104  -0.1051
H: 2.49353 -3.30338 -2.38837  -0.2450
H: 3.95572 -2.71529 -1.85396  -0.0013
H: 3.54919 -4.69086 -4.20237  0.2081
H: 5.12007 -5.44020 -4.22899  0.4400
H: 4.99558 -3.70183 -3.81403  0.2851
C: -0.26847 -4.94196 -2.65181  -0.9322
S: -0.57187 -3.16726 -2.79829  0.4867
O: 0.39932 -2.43127 -1.91402  -0.4918
C: -2.17999 -3.13802 -1.89431  -0.7787
H: -1.08039 -5.37353 -3.24756  0.5069
H: -0.42854 -5.37469 -1.66379  0.1776
H: 0.70199 -5.27997 -3.00990  0.2611
H: -2.60166 -2.16534 -2.15068  0.1792
H: -1.99608 -3.13826 -0.82123  0.0677
H: -2.80907 -3.96168 -2.22162  0.5248
C: -5.09465 -1.67251 0.24326  -0.9819
S: -3.63156 -0.67372 -0.05006  0.9679
O: -3.74954 -0.00583 -1.38871  -0.6374
C: -3.80120 0.57184 1.24664  -0.4100
H: -4.96697 -2.13729 1.22582  0.0787
H: -5.23062 -2.40956 -0.54129  0.3719
H: -6.00704 -1.08892 0.39368  0.3815
H: -4.71864 1.16207 1.15215  0.5848
H: -3.03895 1.34328 1.17061  -0.7467
H: -3.73026 0.07089 2.21141  0.4505
C: -2.10903 3.10734 -0.66461  1.7577
S: -3.08293 4.65687 -0.92186  0.3646
O: -4.42139 4.30349 -0.31349  -0.6791
C: -2.15764 5.57524 0.32158  -0.0838
H: -2.75087 2.31577 -1.04557  -0.0363
H: -1.86348 3.03888 0.39543  -0.8089
H: -1.12554 3.08695 -1.13209  -0.7816
H: -2.56502 6.57155 0.50560  0.4823
H: -1.15143 5.79493 -0.03657  0.1435
H: -2.12082 5.03699 1.26056  -0.3910
C: -3.43328 1.38802 -4.84668  -0.7643
S: -1.69265 1.86442 -4.88776  0.3370
O: -1.66887 3.28624 -4.39677  -0.5426
C: -1.05336 0.84252 -3.52776  0.8365
H: -3.69303 1.38089 -3.78281  0.1114
H: -3.57712 0.35832 -5.17743  0.3302
H: -4.06767 2.09143 -5.37277  0.4161
H: -0.13047 1.16412 -3.05325  -0.4881
H: -1.06149 -0.23904 -3.68390  0.4185
H: -1.78472 0.91623 -2.70818  -0.6427
C: 0.69026 0.75511 -0.39327  1.1730
S: 0.65754 0.35083 1.39150  0.1210
O: -0.70597 0.78800 1.88587  -0.1887
C: 0.57314 -1.45340 1.21534  0.3421
H: 1.34255 0.09501 -0.95885  0.0378
H: 0.86467 1.82734 -0.46803  -0.2427
H: -0.32974 0.50756 -0.70509  -0.6033
H: -0.41252 -1.67704 0.79755  -0.4205
H: 0.75307 -1.89025 2.19596  0.6475
H: 1.24120 -1.92761 0.49702  -0.5734
C: 3.51539 -0.38652 -6.54886  -1.1210
S: 3.52171 -1.36970 -5.01229  0.6376
O: 4.68000 -0.87995 -4.19708  -0.6441
C: 2.07381 -0.57053 -4.30063  -0.3198
H: 3.48865 0.65768 -6.23980  0.2882
H: 2.69267 -0.63113 -7.21959  0.3674
H: 4.43522 -0.60756 -7.08839  0.3877
H: 1.23029 -0.49847 -4.98782  0.7016
H: 2.35270 0.45172 -4.03411  0.0654
H: 1.77067 -1.11918 -3.40627  -0.3387
C: 0.78078 4.17686 -2.56705  0.3584
S: 1.94844 4.57166 -3.91124  0.4293
O: 3.12041 3.65569 -3.67499  -0.5773
C: 2.36345 6.24366 -3.27905  -0.9489
H: 1.31654 4.42048 -1.64749  0.0253
H: 0.78013 3.08848 -2.54075  -0.9429
H: -0.18466 4.65213 -2.68943  0.5742
H: 1.45130 6.79751 -3.05080  0.3601
H: 3.00423 6.81531 -3.94265  0.3673
H: 2.84348 6.08994 -2.30909  0.2311
C: -0.38050 0.96254 4.93241  -0.2662
S: -0.47927 1.26080 6.72763  0.4345
O: -0.28875 2.73621 6.96104  -0.6127
C: -2.24364 0.86521 6.93636  -0.7226
H: 0.66587 1.09728 4.67328  0.2196
H: -1.08879 1.48385 4.29487  -0.1660
H: -0.62537 -0.09148 4.76386  0.3269
H: -2.85274 1.52226 6.30958  0.0479
H: -2.55600 1.06969 7.95739  0.3748
H: -2.41513 -0.16391 6.62587  0.3414
C: 1.44631 -8.36258 0.67636  -1.0910
S: 0.53547 -6.78770 0.80962  0.5508
O: -0.38983 -6.90501 2.00258  -0.6654
C: 1.81213 -5.59228 1.30734  -0.2605
H: 0.69435 -9.11820 0.89821  0.3909
H: 2.29831 -8.45471 1.34678  0.3418
H: 1.76139 -8.50916 -0.35660  0.3335
H: 1.59811 -4.66265 0.79240  -0.4559
H: 2.78280 -6.05715 1.13847  0.4116
H: 1.73157 -5.49170 2.39026  0.4557
C: -1.61727 -3.32233 2.99328  -0.5195
S: -2.80733 -4.67798 3.37499  0.5978
O: -2.25217 -5.35195 4.58366  -0.6482
C: -4.22487 -3.58084 3.83875  -0.3439
H: -0.89419 -3.33671 3.80742  0.4648
H: -2.00746 -2.30993 2.88251  0.0789
H: -1.15733 -3.59846 2.04487  0.0302
H: -4.14948 -3.33566 4.89414  0.3185
H: -5.14406 -4.10587 3.58122  0.3779
H: -4.19621 -2.72538 3.16490  -0.3888
C: -3.04191 4.51551 5.70337  -0.6571
S: -3.40861 5.12092 4.04326  0.4060
O: -2.42010 6.18233 3.67290  -0.5799
C: -2.97891 3.54744 3.23758  -0.5995
H: -3.29585 5.29625 6.41590  0.4437
H: -1.98529 4.25238 5.71390  0.0952
H: -3.71974 3.67654 5.85628  0.2260
H: -1.97850 3.11931 3.36460  -0.0730
H: -3.21104 3.60230 2.17433  0.0494
H: -3.57431 2.69336 3.58630  0.6017
C: 2.90205 3.60437 1.56677  -0.7747
S: 1.47142 4.74866 1.71665  0.2691
O: 0.56683 4.24926 0.61285  -0.3662
C: 0.81367 4.05849 3.25587  -0.0377
H: 3.58835 4.06947 2.27789  0.5882
H: 3.21847 3.54816 0.53072  0.1529
H: 2.64060 2.61137 1.92768  0.1232
H: -0.19208 4.37660 3.52487  -0.1061
H: 1.41726 4.46315 4.07532  0.5306
H: 0.90569 2.97785 3.18341  -0.3215
C: 4.12747 1.18372 -1.54770  0.1169
S: 4.43067 0.25191 -0.02717  0.4645
O: 3.40862 -0.85133 0.04153  -0.5861
C: 5.97366 -0.54424 -0.47708  -1.0908
H: 3.96657 0.48715 -2.37145  -0.2512
H: 5.02805 1.75335 -1.77163  0.6565
H: 3.22394 1.76994 -1.41107  -0.3761
H: 6.19140 -1.31181 0.25934  0.3915
H: 6.79398 0.17616 -0.41147  0.4253
H: 5.90060 -0.84565 -1.52268  0.1530

Energy above the lowest of the compared OMol25 structures with the same formula, charge and spin, eV: 0.000
Maximum force, eV Å⁻¹: 2.20
Gap between HOMO and LUMO, Ha: 0.312
HOMO, eV: -8.433